Below is an isolated molecule of C4H6Cl2, with properties calculated with ωB97M-V/def2-TZVPD.

Geometry as XYZ:
```
12
Properties=species:S:1:pos:R:3:forces:R:3:mulliken_charge:R:1
C 1.1345 -0.8955 -0.2600 2.4 -1.7 -1.0 -0.229
H -0.8043 1.7926 -0.2946 0.4 0.1 -0.9 0.321
H 0.2748 1.8035 0.9426 0.3 -0.3 0.1 0.305
C 0.2063 1.4250 -0.0926 -0.5 0.3 1.9 -1.225
H 1.0777 -2.0123 -0.4298 0.0 1.6 0.6 0.274
H 1.0533 1.9322 -0.5903 -0.8 -0.7 -0.3 0.345
Cl -2.3933 -0.1830 -0.6338 -1.5 0.0 -0.5 -0.199
Cl 2.7433 -0.2467 -0.4582 0.2 -0.3 -0.2 -0.215
C 0.1533 -0.0788 -0.0399 -0.8 0.1 0.2 0.474
H -1.3361 -0.7899 1.3978 0.1 0.5 -0.8 0.273
H -1.0204 -1.9068 0.1497 0.3 -0.1 -0.5 0.296
C -1.0891 -0.8402 0.3091 -0.2 0.5 1.5 -0.420
```
Forces are in eV/Å.

Values from the calculation:
- SMILES = C/C(=C\Cl)CCl
- multiplicity = 1
- Kohn-Sham gap (Ha) = 0.380
- relative energy (zero: lowest compared OMol25 entry of this formula, charge and spin) (kcal per mole) = 11.7
- DFT total energy (eV) = -29289.3428